Here is a structure of composition C72H152N8O8 at a distorted geometry from OMol25. Energies are from ωB97M-V/def2-TZVPD.

Calculated values
E_HOMO = -7.464 eV
ΔE to the lowest compared entry with this formula, charge and spin = 304.8 kcal per mole
E_LUMO = 0.0156 Eh

Element x y z (Å)
C1 -2.110 -0.995 -4.705
C2 -0.799 -1.658 -5.044
C3 0.382 -0.686 -4.764
C4 1.729 -1.349 -4.606
C5 1.758 -2.452 -3.555
C6 0.648 -3.479 -3.888
N1 -0.630 -2.816 -4.132
O1 -1.714 -3.721 -4.274
C7 1.140 -4.294 -5.106
C8 0.483 -4.383 -2.686
C9 -0.709 -2.098 -6.538
H1 -2.936 -1.702 -4.760
H2 -2.295 -0.297 -5.527
H3 -2.079 -0.487 -3.743
H4 0.503 -0.059 -5.655
H5 0.188 0.033 -3.968
H6 2.449 -0.603 -4.230
H7 2.294 -1.603 -5.509
H8 1.473 -1.909 -2.650
H9 2.771 -2.836 -3.453
H10 0.305 -4.947 -5.362
H11 1.489 -3.658 -5.915
H12 2.027 -4.866 -4.822
H13 1.414 -4.841 -2.341
H14 0.102 -3.792 -1.849
H15 -0.135 -5.263 -2.885
H16 -1.414 -1.525 -7.146
H17 -1.040 -3.124 -6.713
H18 0.289 -2.027 -6.964
H19 -2.016 -3.789 -3.359
C10 -3.464 -3.633 3.117
C11 -2.355 -3.939 2.081
C12 -2.614 -5.411 1.553
C13 -3.689 -5.506 0.430
C14 -3.386 -4.447 -0.643
C15 -3.290 -3.035 -0.122
N2 -2.329 -3.002 0.964
O2 -2.011 -1.693 1.407
C16 -2.936 -2.092 -1.268
C17 -4.681 -2.551 0.390
C18 -0.996 -3.957 2.749
H20 -3.708 -2.581 2.973
H21 -3.157 -3.906 4.124
H22 -4.367 -4.190 2.863
H23 -1.675 -5.835 1.193
H24 -3.028 -6.048 2.336
H25 -4.648 -5.240 0.879
H26 -3.746 -6.484 -0.041
H27 -4.194 -4.564 -1.370
H28 -2.427 -4.696 -1.113
H29 -3.584 -2.241 -2.130
H30 -2.969 -1.044 -0.965
H31 -1.912 -2.276 -1.621
H32 -5.336 -2.265 -0.443
H33 -5.324 -3.314 0.834
H34 -4.583 -1.697 1.057
H35 -0.793 -4.829 3.367
H36 -0.816 -3.024 3.293
H37 -0.183 -3.855 2.021
H38 -1.239 -1.437 0.885
C19 4.581 2.860 -0.754
C20 4.634 3.243 0.717
C21 3.190 3.560 1.115
C22 2.974 3.766 2.628
C23 3.462 2.518 3.376
C24 4.881 2.068 2.954
N3 5.041 2.096 1.527
O3 6.236 1.497 1.088
C25 5.862 2.913 3.824
C26 5.107 0.614 3.434
C27 5.539 4.451 0.947
H39 5.554 2.630 -1.200
H40 4.177 3.650 -1.387
H41 4.034 1.929 -0.928
H42 2.867 4.477 0.618
H43 2.572 2.724 0.779
H44 1.916 3.908 2.841
H45 3.464 4.691 2.939
H46 2.711 1.739 3.216
H47 3.437 2.702 4.452
H48 6.012 2.552 4.841
H49 6.866 3.002 3.401
H50 5.473 3.932 3.898
H51 6.170 0.395 3.347
H52 4.814 0.487 4.478
H53 4.501 -0.121 2.897
H54 5.376 5.299 0.271
H55 6.584 4.179 0.779
H56 5.499 4.946 1.918
H57 5.948 0.753 0.549
C28 -4.865 1.985 -0.753
C29 -4.351 3.300 -0.157
C30 -4.870 4.503 -1.001
C31 -6.328 4.950 -0.754
C32 -6.442 5.278 0.725
C33 -5.972 4.126 1.661
N4 -4.658 3.639 1.226
O4 -4.244 2.615 2.111
C34 -5.937 4.766 3.068
C35 -7.035 3.032 1.667
C36 -2.847 3.368 -0.319
H58 -4.611 1.227 -0.007
H59 -4.504 1.700 -1.739
H60 -5.954 1.989 -0.836
H61 -4.290 5.410 -0.815
H62 -4.696 4.263 -2.053
H63 -7.089 4.215 -1.039
H64 -6.649 5.783 -1.385
H65 -7.432 5.547 1.091
H66 -5.751 6.080 1.001
H67 -5.683 4.045 3.848
H68 -5.221 5.588 3.157
H69 -6.868 5.229 3.402
H70 -7.956 3.398 2.119
H71 -7.210 2.647 0.662
H72 -6.667 2.168 2.225
H73 -2.417 4.244 0.166
H74 -2.546 3.257 -1.361
H75 -2.407 2.509 0.201
H76 -3.385 2.888 2.448
C37 5.660 -6.556 2.344
C38 4.610 -6.109 3.377
C39 5.028 -6.604 4.758
C40 4.383 -5.915 5.946
C41 4.257 -4.391 5.791
C42 3.847 -3.887 4.422
N5 4.380 -4.666 3.314
O5 3.862 -4.281 2.062
C43 2.287 -3.860 4.398
C44 4.280 -2.391 4.366
C45 3.310 -6.873 3.047
H77 6.569 -5.960 2.451
H78 5.265 -6.420 1.338
H79 5.905 -7.596 2.549
H80 4.947 -7.677 4.944
H81 6.114 -6.475 4.875
H82 4.812 -6.107 6.932
H83 3.371 -6.310 6.108
H84 5.255 -3.991 6.005
H85 3.564 -4.046 6.556
H86 1.807 -4.835 4.498
H87 1.917 -3.265 5.235
H88 1.987 -3.464 3.428
H89 3.806 -1.827 3.558
H90 3.994 -1.861 5.274
H91 5.353 -2.351 4.171
H92 2.536 -6.852 3.810
H93 3.633 -7.919 2.949
H94 2.877 -6.762 2.049
H95 4.675 -4.004 1.622
C46 -0.432 0.336 7.013
C47 0.499 0.788 5.885
C48 0.220 -0.011 4.592
C49 -1.095 0.409 3.921
C50 -1.202 1.913 3.775
C51 -0.832 2.834 4.948
N6 0.352 2.211 5.570
O6 0.818 3.000 6.664
C52 -0.538 4.229 4.400
C53 -2.007 2.955 5.943
C54 1.959 0.476 6.257
H96 -1.422 0.117 6.616
H97 -0.404 1.009 7.869
H98 -0.081 -0.626 7.404
H99 0.995 0.290 3.883
H100 0.088 -1.070 4.814
H101 -1.927 -0.016 4.485
H102 -1.086 0.008 2.908
H103 -2.213 2.104 3.412
H104 -0.602 2.256 2.924
H105 0.021 4.871 5.079
H106 0.050 4.120 3.485
H107 -1.434 4.744 4.053
H108 -2.770 3.602 5.501
H109 -2.467 2.019 6.260
H110 -1.751 3.478 6.868
H111 2.251 0.993 7.170
H112 2.663 0.773 5.478
H113 2.024 -0.608 6.360
H114 1.527 3.506 6.251
C55 -0.682 1.857 -5.367
C56 -1.181 2.312 -6.752
C57 -2.561 2.990 -6.454
C58 -3.113 3.868 -7.566
C59 -2.042 4.917 -7.827
C60 -0.704 4.298 -8.248
N7 -0.261 3.341 -7.251
O7 1.041 2.835 -7.482
C61 -0.980 3.662 -9.622
C62 0.319 5.412 -8.390
C63 -1.377 1.067 -7.608
H115 -1.350 1.104 -4.945
H116 -0.717 2.741 -4.732
H117 0.280 1.349 -5.440
H118 -3.266 2.161 -6.349
H119 -2.509 3.673 -5.606
H120 -4.033 4.363 -7.246
H121 -3.370 3.340 -8.487
H122 -1.886 5.502 -6.913
H123 -2.365 5.641 -8.579
H124 -0.073 3.198 -10.042
H125 -1.570 2.747 -9.671
H126 -1.273 4.409 -10.359
H127 0.502 5.954 -7.451
H128 1.333 5.136 -8.677
H129 -0.047 6.260 -8.975
H130 -0.481 0.774 -8.162
H131 -2.159 1.190 -8.360
H132 -1.608 0.217 -6.967
H133 1.532 3.246 -6.763
C64 -1.760 0.025 -1.520
C65 -0.269 0.273 -1.215
C66 -0.130 0.907 0.186
C67 1.289 0.793 0.729
C68 1.765 -0.652 0.797
C69 1.770 -1.238 -0.617
N8 0.438 -1.015 -1.237
O8 0.276 -1.711 -2.452
C70 2.840 -0.680 -1.544
C71 1.940 -2.769 -0.439
C72 0.198 1.291 -2.280
H134 -2.277 -0.618 -0.802
H135 -1.794 -0.477 -2.488
H136 -2.285 0.975 -1.519
H137 -0.294 1.985 0.106
H138 -0.891 0.516 0.864
H139 1.493 1.357 1.642
H140 1.932 1.318 0.008
H141 1.040 -1.124 1.468
H142 2.740 -0.667 1.286
H143 2.846 -1.209 -2.499
H144 2.738 0.349 -1.907
H145 3.836 -0.635 -1.090
H146 2.604 -2.862 0.423
H147 1.010 -3.321 -0.325
H148 2.559 -3.206 -1.223
H149 0.474 0.804 -3.212
H150 1.042 1.889 -1.922
H151 -0.578 2.032 -2.465
H152 -0.167 -2.531 -2.209